A molecular structure, C7H28ClO11 in a non-equilibrium geometry. Source: OMol25; level of theory: the ωB97M-V functional and the def2-TZVPD basis.

```
47
Properties=species:S:1:pos:R:3:forces:R:3:mulliken_charge:R:1
Cl 1.678 18.887 23.358 4.8 -1.2 2.2 1.672
O 0.638 19.378 24.240 -1.4 -10.1 -9.4 -0.492
O 1.178 18.913 22.046 4.2 -2.6 2.8 -0.929
O 2.785 19.831 23.545 -0.6 -2.6 -1.6 -0.766
O 2.063 17.563 23.724 1.0 4.4 -1.6 -1.037
C 1.946 16.573 25.576 -1.1 -2.1 1.4 -0.684
O 1.510 15.543 26.539 0.7 0.7 -0.4 -0.631
H 1.055 17.170 25.382 0.2 0.0 0.4 0.290
H 2.769 17.195 25.928 -0.1 -0.5 0.1 0.498
H 2.208 16.135 24.613 0.2 -1.3 1.7 0.396
H 0.909 16.032 27.106 0.0 -0.2 0.2 0.341
C 1.740 22.090 24.386 -0.3 -0.3 -0.6 -0.531
O 0.646 21.438 23.734 0.6 4.7 0.4 -0.551
H 2.430 21.325 24.741 -0.1 1.0 0.3 0.206
H 2.268 22.680 23.637 0.2 0.4 0.1 0.274
H 1.398 22.715 25.211 -0.1 0.0 -0.1 0.297
H 0.845 20.504 23.638 -0.8 3.3 -0.3 -0.312
C 1.146 15.804 22.421 -1.2 0.8 -1.6 -0.302
O 2.065 14.871 21.925 0.3 -0.8 0.2 -0.533
H 1.503 16.805 22.180 -0.2 -1.3 -0.4 -0.052
H 0.229 15.708 21.840 -0.5 -0.1 0.2 0.470
H 0.935 15.771 23.490 -0.1 -0.6 -0.3 0.296
H 1.528 14.086 21.797 0.5 -0.3 -0.1 0.330
C -1.333 20.080 22.541 -1.0 0.0 -0.2 -0.697
O -0.706 19.583 21.380 -4.5 0.9 -1.2 -0.653
H -0.878 21.020 22.855 -0.6 -0.2 -0.2 0.332
H -2.400 20.213 22.359 -0.1 0.2 -0.3 0.370
H -1.285 19.382 23.377 -0.1 0.0 -0.1 0.171
H 0.054 19.064 21.654 -2.6 0.6 -0.3 0.812
C 2.130 19.649 26.279 -1.2 -0.9 1.7 -0.912
O 0.765 19.954 26.074 0.8 2.6 7.5 -0.730
H 2.531 20.296 27.060 0.4 0.1 -0.1 0.284
H 2.077 18.628 26.658 0.8 0.3 0.5 0.315
H 2.729 19.636 25.368 0.1 0.2 1.0 0.465
H 0.717 19.917 25.116 -0.2 3.0 4.4 0.753
C 1.799 20.930 21.199 1.6 0.7 -0.3 -0.992
O 2.415 21.862 20.276 -0.3 -0.1 0.2 -0.632
H 0.709 20.927 21.209 0.4 0.9 -0.2 0.737
H 2.050 19.906 20.922 1.0 2.3 0.1 0.323
H 2.215 21.043 22.200 -0.2 1.0 -1.1 0.433
H 2.618 21.340 19.497 0.0 0.1 -0.1 0.348
C 1.233 18.724 19.723 -0.2 0.0 -2.0 -0.691
O 1.051 18.208 18.416 -0.5 -1.3 -0.4 -0.603
H 0.872 19.752 19.697 0.2 -0.4 0.0 0.409
H 0.701 18.246 20.546 -0.2 -1.1 -2.5 0.143
H 2.283 18.633 20.000 0.2 0.0 -0.3 0.436
H 1.255 18.869 17.750 0.0 0.1 0.4 0.330
```
Forces are in eV/Å.

## Properties
**HOMO-LUMO gap**: 8.6184 eV
**E**: -42736.9889 eV
**LUMO energy**: 2.8405 eV
**Molecular weight**: 323.743 g/mol
**Total charge**: -1
**Energy relative to the best compared isomer or geometry (same formula, charge and spin)**: 1331.69 kJ/mol
**E_HOMO**: -5.78 eV

A gas-phase ion, C3H2FN2O2S (charge -1) in a non-equilibrium geometry. Source: OMol25; level of theory: the ωB97M-V functional and the def2-TZVPD basis.

```
11
Properties=species:S:1:pos:R:3:forces:R:3:mulliken_charge:R:1
C 2.531 1.309 -0.192 -0.9 0.9 0.8 0.747
C 3.547 0.456 0.085 -1.9 -0.3 -0.8 -0.048
C 1.396 -1.528 -0.026 1.5 0.2 0.3 0.556
N 0.882 -0.386 0.043 2.2 3.1 0.0 -0.284
N -0.426 -0.009 -0.288 -0.6 -3.9 2.4 -0.600
O 1.854 2.308 -0.240 1.5 -1.8 -0.2 -0.535
O 1.104 -2.689 -0.035 -0.9 -1.8 -0.4 -0.642
F 4.789 1.004 0.118 0.5 0.2 0.0 -0.284
S 3.438 -1.324 -0.039 -0.6 0.7 0.4 -0.357
H -0.855 -0.967 -0.449 -0.3 2.1 -0.8 0.251
H -0.326 0.661 -0.992 -0.4 0.6 -1.7 0.195
```
Forces are in eV/Å.

## Properties
**HOMO-LUMO gap**: 7.2680 eV
**E**: -23769.5156 eV
**LUMO energy**: 3.7864 eV
**Molecular weight**: 149.126 g/mol
**Total charge**: -1
**E_HOMO**: -3.48 eV

2 unconnected molecules or ions with the total composition C3H7N2O in a non-equilibrium geometry. Source: OMol25; level of theory: the ωB97M-V functional and the def2-TZVPD basis.

```
13
Properties=species:S:1:pos:R:3:forces:R:3:mulliken_charge:R:1
C 0.735 -1.012 -0.572 0.3 2.1 2.3 -0.402
C 1.389 -0.098 0.275 -0.1 -1.9 -2.2 -0.060
N 0.541 0.148 1.293 -3.0 -0.8 0.5 -0.037
C -0.670 -0.491 1.083 3.0 -0.3 -1.2 -0.275
N -0.544 -1.205 -0.028 2.2 0.1 -0.9 0.053
H 1.151 -1.502 -1.413 -0.2 -0.3 -0.7 0.408
H 2.386 0.337 0.109 -0.8 -0.3 0.6 0.388
H 0.745 0.527 2.205 0.2 0.6 -0.2 0.255
H -1.486 -0.641 1.707 -1.1 0.4 1.3 0.410
H -1.148 -1.900 -0.449 -0.5 0.4 0.5 0.243
H -1.382 2.624 -1.246 0.1 -0.9 0.5 0.323
H -0.630 1.516 -1.880 0.8 -0.5 -1.3 0.306
O -1.087 1.698 -1.082 -0.9 1.4 0.8 -0.610
```
Forces are in eV/Å.

## Properties
**HOMO-LUMO gap**: 10.9809 eV
**E**: -8245.5944 eV
**LUMO energy**: -3.4437 eV
**Molecular weight**: 87.102 g/mol
**Total charge**: +1
**Energy relative to the best compared isomer or geometry (same formula, charge and spin)**: 52.54 kJ/mol
**E_HOMO**: -14.42 eV